Record 1
{"formula": "C2H3FOPr", "method": "ωB97M-V with the def2-TZVPD basis set", "elements": ["H", "O", "C", "C", "Pr", "H", "H", "F"], "coordinates": [[-0.941, 0.365, -0.982], [-0.786, -0.035, 0.035], [0.473, 0.513, 0.438], [0.879, 0.524, -0.984], [-2.147, -1.985, 1.001], [1.039, -0.211, 1.042], [0.382, 1.528, 0.853], [1.101, -0.699, -1.403]], "atomic_forces_ev_per_a": [[0.4, -0.6, 2.5], [-2.5, 0.1, -1.7], [1.1, -0.1, 0.9], [0.2, 0.1, -2.3], [0.3, 0.5, -0.2], [-0.3, 0.2, 0.1], [0.1, -0.6, 0.0], [0.7, 0.4, 0.7]], "mulliken_charge": [0.41, -0.57, 0.17, -0.31, 1.86, 0.27, 0.24, -0.08], "charge": 2, "energy_ev": -20932.9590, "e_homo_ev": [-17.071, -17.077], "gap_ev": [7.1, 7.1], "s2": 3.75, "lumo_energy_ev": [-10.01, -9.95], "spin_multiplicity": 4, "de_lowest_kj_mol": 432.5, "molar_mass_g_mol": 202.95}

Record 2
{"formula": "C32H24N5O5PdS2", "method": "ωB97M-V with the def2-TZVPD basis set", "elements": ["Pd", "S", "C", "C", "C", "C", "C", "C", "N", "C", "C", "C", "C", "C", "C", "C", "C", "N", "C", "C", "C", "C", "C", "S", "C", "H", "H", "H", "H", "H", "H", "H", "H", "H", "H", "H", "H", "O", "C", "O", "C", "C", "C", "C", "C", "C", "N", "O", "O", "H", "H", "H", "H", "N", "C", "N", "C", "C", "O", "C", "C", "H", "H", "H", "H", "H", "H", "H", "H"], "coordinates": [[6.735, -19.604, 2.870], [8.694, -22.932, 8.998], [9.237, -24.511, 8.484], [9.370, -24.699, 7.148], [8.843, -23.519, 6.451], [8.432, -22.493, 7.313], [7.847, -21.233, 6.856], [7.709, -21.036, 5.453], [7.042, -20.032, 4.886], [6.644, -19.039, 5.704], [6.750, -19.124, 7.161], [6.290, -18.021, 7.958], [5.772, -16.881, 7.360], [5.733, -16.692, 5.946], [5.204, -15.581, 5.305], [5.159, -15.529, 3.926], [5.662, -16.644, 3.157], [6.076, -17.780, 3.712], [6.136, -17.801, 5.097], [4.506, -14.375, 3.302], [4.035, -13.235, 3.939], [3.703, -12.223, 2.987], [3.835, -12.667, 1.702], [4.433, -14.258, 1.560], [7.332, -20.270, 7.735], [9.535, -25.197, 9.302], [9.773, -25.578, 6.665], [8.813, -23.425, 5.347], [8.147, -21.780, 4.811], [6.444, -18.045, 9.026], [5.362, -16.092, 7.956], [4.815, -14.733, 5.917], [5.711, -16.620, 2.059], [4.040, -13.127, 5.012], [3.324, -11.286, 3.295], [3.612, -12.042, 0.831], [7.441, -20.370, 8.781], [10.331, -18.872, 1.439], [9.402, -19.559, 1.755], [8.714, -19.308, 2.879], [8.979, -20.800, 1.006], [7.944, -21.605, 1.490], [7.404, -22.673, 0.795], [7.883, -22.966, -0.467], [8.915, -22.200, -0.994], [9.488, -21.178, -0.270], [7.260, -23.923, -1.265], [6.361, -24.669, -0.750], [7.604, -23.997, -2.470], [7.471, -21.322, 2.447], [6.603, -23.282, 1.149], [9.269, -22.378, -1.989], [10.363, -20.678, -0.625], [4.735, -19.870, 2.808], [4.378, -20.415, 1.796], [3.600, -21.138, 1.091], [3.495, -20.933, -0.416], [3.318, -22.299, -1.125], [2.314, -23.120, -0.509], [2.706, -23.501, 0.804], [2.824, -22.257, 1.735], [4.451, -20.499, -0.715], [2.662, -20.214, -0.650], [4.275, -22.898, -1.096], [3.018, -22.133, -2.167], [3.661, -24.087, 0.791], [1.912, -24.154, 1.175], [3.319, -22.510, 2.675], [1.783, -21.884, 1.971]], "atomic_forces_ev_per_a": [[0.7, 0.5, -0.2], [-0.2, -0.8, -1.7], [0.8, -0.3, 1.6], [-1.2, 1.9, -0.4], [0.3, 0.0, 0.8], [0.8, -1.4, -0.8], [-0.5, 0.4, 0.2], [-0.6, 0.2, 0.3], [1.0, -0.6, 2.1], [-0.7, 1.4, 1.5], [0.1, 0.2, -1.4], [-0.4, 1.4, -1.3], [0.7, -1.4, 0.6], [0.3, -2.5, -1.3], [-0.1, 0.6, 0.3], [-0.3, -0.5, -0.4], [-0.2, -0.1, 0.4], [0.1, 2.5, 2.0], [0.0, -0.4, 0.4], [0.3, 0.2, -0.2], [0.8, -0.7, -1.4], [0.0, -1.7, 0.2], [-0.2, 1.2, -0.4], [-0.2, 0.6, 1.0], [0.3, 0.0, -2.5], [-0.2, 0.5, -0.8], [-0.1, 0.0, 0.1], [0.0, -0.3, 1.0], [-0.2, 0.1, -0.3], [-0.3, -0.2, 0.1], [0.1, 0.4, 0.4], [0.4, -0.9, -0.6], [-0.2, 0.1, 0.5], [-0.1, 0.2, 0.0], [-0.3, 0.9, -0.1], [0.1, -0.6, 0.3], [-0.1, -0.1, 1.0], [0.6, -0.1, -0.9], [-0.3, 0.4, 2.1], [1.0, -0.2, -1.4], [-0.6, -1.1, -1.4], [-0.2, 0.5, 0.2], [0.1, -0.1, -0.3], [1.0, 2.1, 1.1], [0.3, 0.1, -0.2], [-0.3, 0.4, 1.7], [-2.2, -3.5, -2.6], [2.2, 2.0, -1.2], [-0.9, 0.1, 2.7], [0.5, -1.0, -0.1], [-0.4, -0.1, 0.5], [0.1, -0.3, -0.3], [0.2, 0.5, -0.4], [-1.4, -1.3, -2.9], [-0.6, 1.2, 3.7], [-0.6, -1.4, -2.5], [-0.5, -0.2, 0.5], [0.4, -0.6, 0.6], [0.5, 0.6, 0.2], [0.5, 0.4, 0.0], [-1.0, 0.1, -0.3], [-0.2, 0.1, -0.1], [0.7, -0.8, 0.4], [-0.7, 0.8, -0.1], [0.1, -0.1, 0.3], [-0.5, 0.5, -0.1], [0.1, 0.1, 0.1], [0.0, 0.0, -0.1], [1.1, -0.2, -0.3]], "mulliken_charge": [-0.26, -0.13, -0.28, -0.69, -0.23, 0.14, 0.94, -0.64, 0.50, -0.48, 0.82, -1.13, -0.85, 0.38, -0.17, 1.00, -0.77, 0.13, 0.06, 0.36, -0.44, -0.59, -0.38, -0.15, -0.97, 0.40, 0.40, 0.42, 0.19, 0.44, 0.46, 0.16, 0.41, 0.38, 0.42, 0.40, 0.52, -0.61, 0.23, -0.55, 0.47, 0.33, -0.62, -0.22, -0.43, -0.95, 0.95, -0.56, -0.55, 0.65, 0.65, 0.53, 0.52, -0.53, 0.53, 0.17, -0.50, -0.28, -0.38, -0.43, -0.53, 0.40, 0.29, 0.08, 0.35, 0.22, 0.35, 0.37, 0.28], "charge": 1, "energy_ev": -76400.0949, "e_homo_ev": [-10.579, -10.572], "gap_ev": [6.9, 6.3], "s2": 2.01, "lumo_energy_ev": [-3.64, -4.27], "spin_multiplicity": 3, "de_lowest_kj_mol": 0.0, "molar_mass_g_mol": 729.13}

Record 3
{"formula": "C2H5OP", "method": "ωB97M-V with the def2-TZVPD basis set", "elements": ["C", "C", "O", "P", "H", "H", "H", "H", "H"], "coordinates": [[-1.622, -1.591, -0.028], [0.854, 1.292, 0.744], [-0.448, -1.180, 0.201], [0.394, 0.121, -0.335], [-2.014, -1.167, -0.966], [0.206, 1.284, 1.615], [1.852, 1.252, 0.987], [1.293, -0.603, -0.960], [-0.515, 0.592, -1.257]], "atomic_forces_ev_per_a": [[-1.8, -1.8, 0.1], [-1.6, -0.9, -0.5], [0.8, -0.3, 1.3], [-0.8, 2.4, 1.1], [0.0, 0.9, -0.5], [-0.3, 0.7, -0.1], [2.2, -0.1, 0.6], [2.0, -0.6, -1.4], [-0.6, -0.3, -0.6]], "mulliken_charge": [-0.19, -0.78, -0.14, 0.32, 0.11, 0.28, 0.28, 0.05, 0.07], "energy_ev": -13485.6808, "e_homo_ev": -8.497, "gap_ev": 8.8, "lumo_energy_ev": 0.26, "spin_multiplicity": 1, "de_lowest_kj_mol": 501.2, "molar_mass_g_mol": 76.03}

Record 4
{"formula": "C13H17NO3", "method": "ωB97M-V with the def2-TZVPD basis set", "elements": ["C", "C", "C", "C", "O", "H", "H", "H", "H", "H", "H", "C", "C", "O", "C", "C", "N", "C", "C", "C", "C", "C", "O", "H", "H", "H", "H", "H", "H", "H", "H", "H", "H", "H"], "coordinates": [[-4.256, -2.622, -0.781], [-3.039, -2.294, 0.081], [-1.896, -1.700, -0.631], [-0.713, -1.387, -0.063], [-3.014, -2.529, 1.291], [-4.109, -2.380, -1.835], [-4.480, -3.681, -0.698], [-5.115, -2.047, -0.432], [-2.051, -1.513, -1.691], [0.177, -1.464, -0.671], [-0.654, -1.250, 1.012], [4.254, -2.272, 0.878], [3.226, -1.319, 1.396], [2.601, -0.739, 0.234], [1.734, 0.242, 0.627], [0.895, 0.646, -0.449], [0.266, 1.873, -0.403], [-0.083, 2.494, 0.776], [-0.809, 3.663, 0.740], [-1.177, 4.224, -0.478], [-0.817, 3.572, -1.666], [-0.110, 2.402, -1.613], [1.687, 0.639, 1.796], [4.580, -2.906, 1.693], [3.882, -2.873, 0.054], [5.134, -1.712, 0.543], [2.462, -1.841, 1.982], [3.695, -0.530, 2.003], [1.091, 0.271, -1.454], [0.279, 2.020, 1.674], [-1.054, 4.095, 1.703], [-1.740, 5.148, -0.510], [-1.082, 3.944, -2.647], [0.236, 1.827, -2.463]], "atomic_forces_ev_per_a": [[0.2, 0.1, 0.1], [-0.4, 0.6, 1.4], [0.3, 0.6, -0.1], [-0.8, -1.3, -0.4], [-0.2, 0.1, -1.5], [0.1, 0.0, 0.1], [-0.1, -0.1, 0.1], [0.0, -0.1, 0.2], [0.4, -0.7, -0.1], [-0.2, 0.4, 0.2], [0.3, -0.5, 0.0], [0.8, 0.2, 0.0], [0.2, -0.2, -0.2], [-0.4, 0.4, 0.9], [-0.5, 0.2, 0.0], [1.3, 0.8, 0.0], [-0.4, -0.4, 0.0], [0.1, 0.0, -0.7], [0.2, -0.1, -0.3], [-0.1, 0.1, -0.1], [-0.1, 0.0, 0.3], [0.1, 0.2, 0.7], [0.1, -0.2, -0.6], [0.1, -0.3, 0.1], [-0.1, -0.1, 0.0], [-0.1, -0.2, -0.1], [0.1, 0.2, 0.0], [-0.4, -0.4, -0.2], [0.0, 0.2, 0.5], [-0.1, -0.1, -0.1], [-0.1, 0.2, -0.2], [0.0, -0.1, 0.0], [-0.1, 0.2, 0.1], [-0.2, 0.3, 0.0]], "mulliken_charge": [-1.06, 0.77, -0.36, -0.42, -0.59, 0.30, 0.29, 0.27, 0.17, 0.32, 0.30, -1.24, -0.14, -0.32, 0.81, -0.86, 0.23, -0.16, -0.72, -0.19, -0.59, -0.13, -0.72, 0.39, 0.32, 0.29, 0.29, 0.27, 0.41, 0.57, 0.38, 0.38, 0.38, 0.35], "energy_ev": -21386.5268, "e_homo_ev": -7.196, "gap_ev": 7.0, "lumo_energy_ev": -0.15, "spin_multiplicity": 1, "de_lowest_kj_mol": 413.6, "molar_mass_g_mol": 235.28}